[1]
Formula: C27H30BNO4
Source: the OMol25 dataset
Level of theory: the ωB97M-V functional and the def2-TZVPD basis

Each line ends with the natural charge from an NBO analysis.
Atoms and positions in Å:
C -4.77749 0.79004 -3.04073  -0.6782
C -3.28598 0.61795 -3.22183  0.4431
C -2.70635 0.01702 -4.32832  -0.2623
C -1.26489 -0.00769 -4.35604  -0.4928
C -0.55414 0.41910 -3.22101  0.2172
B -3.80569 -2.16364 -0.39576  1.3647
O -4.49458 -3.18795 0.29149  -0.7452
C -3.56554 -3.82801 1.11416  0.1112
C -1.86361 -2.67121 0.65957  -0.0700
C -0.56179 -2.12648 0.19236  -0.5112
C -2.61994 -1.44661 1.28176  -0.1339
O -3.57616 -0.92908 0.22473  -0.7326
C -2.40072 -3.73285 -1.10574  0.0529
O -3.10066 -2.59974 -1.57900  -0.7377
O -2.34535 1.04218 -2.44723  -0.5372
H -5.24030 0.84164 -4.03047  0.2293
H -5.27294 -0.04415 -2.52533  0.2363
H -5.00523 1.71471 -2.50330  0.2452
H -3.29076 -0.49284 -5.06687  0.2055
H -0.80218 -0.42479 -5.25362  0.2505
H -3.75974 -3.76594 2.21795  0.2044
H -3.42993 -4.86511 0.74658  0.1895
H -0.30460 -1.86000 -2.14603  0.2348
H -0.36826 -1.18311 0.73635  0.2140
H 0.07760 -2.95394 0.53963  0.2577
H -3.16604 -1.66047 2.21624  0.1822
H -1.88660 -0.68270 1.53990  0.2076
H -1.36597 -3.86288 -1.47726  0.1987
H -2.95168 -4.70992 -1.19895  0.1903
C 0.44773 -2.77977 5.38170  -0.6463
C 0.25741 -4.04695 4.67534  0.0885
N -0.44598 -5.04417 5.29630  -0.3648
C -1.13101 -4.86659 6.53323  -0.4018
C -0.55502 -6.13563 4.47032  0.1183
C 0.14651 -5.79909 3.25837  -0.0798
C 0.13786 -6.77150 2.23307  -0.2225
C -0.69133 -7.91544 2.42182  -0.2518
C -1.54207 -8.07473 3.54734  -0.2351
C -1.39722 -7.20549 4.63824  -0.2477
C 0.65200 -4.48629 3.43771  -0.1560
C 0.26437 -1.32087 -1.41293  -0.2985
C 1.68197 -1.89253 -1.08762  -0.0500
C 2.11096 -2.37679 0.20485  -0.1742
C 2.97118 -3.46734 0.27683  -0.2447
C 3.92192 -3.76118 -0.71082  -0.2194
C 3.88355 -2.87494 -1.78178  -0.2451
C 2.84841 -1.91518 -1.88434  -0.2039
H 0.94717 -2.03577 4.74314  0.2401
H -0.53679 -2.39111 5.68476  0.2106
H 0.99410 -2.94635 6.32685  0.2175
H -1.62005 -5.81339 6.74750  0.2120
H -0.40149 -4.63697 7.33321  0.2077
H -1.92581 -4.10327 6.41612  0.1966
H 0.77811 -6.68692 1.33984  0.2188
H -0.78525 -8.68187 1.62632  0.2097
H -2.25157 -8.90355 3.65439  0.2125
H -1.85977 -7.32387 5.61282  0.2047
H 0.09416 -0.24702 -1.32902  0.2713
H 1.67392 -2.01501 1.14974  0.2238
H 2.89867 -4.06854 1.16839  0.2292
H 4.70044 -4.52579 -0.60069  0.2209
H 4.68036 -2.87688 -2.50950  0.2121
H 2.96130 -1.17295 -2.66181  0.2136

- LUMO energy (eV) = -4.0006
- Kohn-Sham gap (Eh) = 0.0744
- E (eV) = -38821.9331
- molar mass (g/mol) = 443.4
- ΔE to the lowest compared entry with this formula, charge and spin (kJ/mol) = 1941.1

[2]
Formula: C27H30BrO9P
Source: the OMol25 dataset
Level of theory: the ωB97M-V functional and the def2-TZVPD basis

Each line ends with the natural charge from an NBO analysis.
Atoms and positions in Å:
C 0.90506 0.03393 2.96795  -0.6493
C 1.56678 -1.13166 2.00099  -0.4083
C 0.37358 -1.66503 0.97865  -0.4212
C 1.00618 -2.21304 -0.43319  -0.4319
C 0.86466 -0.99476 -1.53187  -0.4135
C -0.41782 -1.13607 -2.54553  -0.4648
C -1.87723 -0.82267 -1.84937  -0.0058
C -2.42041 0.57279 -1.60048  -0.0384
C -1.46916 1.83130 -2.04623  -0.4554
C -1.72215 3.22381 -1.21886  -0.4490
C -0.34116 3.99681 -0.76819  -0.4257
Br -0.47274 4.29749 1.24420  -0.0360
C -3.93045 0.69126 -0.93440  0.4986
O -4.61222 1.86434 -0.81192  -0.4808
C -4.77975 -0.64469 -0.39456  -0.3898
P -6.50234 -0.42218 0.48749  2.1651
O -6.62246 0.93912 1.28196  -0.9998
O -6.91780 -1.75283 1.53175  -0.9362
O -7.71997 -0.33610 -0.80181  -0.9553
C -4.23008 -2.01727 -0.59976  -0.2033
C -2.78461 -2.11523 -1.40348  0.4892
O -2.35205 -3.33498 -1.74298  -0.5283
H -0.09430 -0.42615 3.41677  0.2019
H 1.63538 0.39278 3.83101  0.2555
H 0.63722 0.96683 2.29659  0.2040
H 2.08249 -2.00350 2.60500  0.2133
H 2.40690 -0.59276 1.36095  0.1941
H -0.26818 -0.69615 0.71358  0.2015
H -0.25768 -2.49500 1.51978  0.2167
H 0.58141 -3.23940 -0.80244  0.2236
H 2.17146 -2.36409 -0.23635  0.2171
H 0.90827 0.03666 -0.97858  0.2124
H 1.84864 -1.04942 -2.20368  0.2278
H -0.44887 -2.17042 -3.13701  0.2621
H -0.27223 -0.31044 -3.39208  0.2295
H -0.30812 1.58183 -1.92596  0.2357
H -1.60714 2.03462 -3.21444  0.2410
H -2.28475 2.92637 -0.21849  0.2509
H -2.44695 3.98295 -1.78256  0.2406
H -0.21801 5.05399 -1.28292  0.2363
H 0.60387 3.34370 -1.02250  0.2193
H -6.54828 -2.61493 1.17704  0.4937
H -8.59554 -0.71904 -0.45175  0.5071
H -4.77661 -2.98968 -0.21972  0.2472
O 3.59248 5.94900 7.35012  -0.4814
C 3.41448 4.83658 6.87329  0.4670
C 4.47121 4.15576 6.09933  -0.2217
C 4.27503 2.94130 5.57690  -0.2279
C 2.99444 2.22781 5.75245  0.4770
O 2.81645 1.11540 5.27562  -0.5021
C 1.93771 2.90863 6.52641  -0.2195
C 2.13389 4.12309 7.04884  -0.2259
H 5.40513 4.69185 5.98001  0.2350
H 5.03930 2.42824 5.00601  0.2345
H 1.00380 2.37254 6.64573  0.2352
H 1.36963 4.63615 7.61973  0.2361
O 4.10947 -2.24253 -3.39598  -0.4924
C 3.41756 -2.74094 -4.27312  0.4793
C 3.55981 -2.33553 -5.68543  -0.2334
C 2.80189 -2.87907 -6.64274  -0.2233
C 1.79136 -3.90896 -6.32972  0.4641
O 1.09946 -4.40737 -7.20686  -0.4804
C 1.64912 -4.31436 -4.91741  -0.2157
C 2.40704 -3.77082 -3.96010  -0.2413
H 4.30591 -1.57953 -5.89901  0.2348
H 2.89294 -2.59251 -7.68334  0.2354
H 0.90302 -5.07036 -4.70382  0.2371
H 2.31598 -4.05738 -2.91950  0.2379

- LUMO energy (eV) = -2.3130
- Kohn-Sham gap (Eh) = 0.2794
- E (eV) = -126233.0388
- molar mass (g/mol) = 609.4

[3]
Formula: C27H30CeN4O3SSi
Source: the OMol25 dataset
Level of theory: the ωB97M-V functional and the def2-TZVPD basis

Each line ends with the Mulliken charge.
Atoms and positions in Å:
Ce -0.69059 -1.18901 0.09006  0.7000
O 2.89583 -0.72942 -1.10798  -0.5732
C 1.92126 -1.42839 -1.11041  -0.0580
O 0.69372 -1.00157 -1.49250  -0.4108
C 1.88767 -2.83370 -0.57720  1.1502
C 3.05851 -3.59069 -0.60338  -0.9934
C 2.98336 -4.89062 -0.17604  -0.6754
C 1.75639 -5.40791 0.27144  1.1327
C 1.63104 -6.75462 0.69389  -0.9398
C 0.42556 -7.23384 1.11195  -0.8687
C -0.70090 -6.38395 1.12328  -0.7175
C -0.61238 -5.07836 0.73147  0.5776
C 0.61778 -4.55675 0.29124  -0.3936
N 0.71094 -3.25132 -0.12278  0.2655
H 3.97358 -3.15201 -0.97273  0.5689
H 3.85738 -5.52970 -0.19262  0.4940
H 2.50611 -7.39047 0.67078  0.4455
H 0.32396 -8.26138 1.43173  0.4219
H -1.65540 -6.77836 1.44650  0.5286
H -1.49228 -4.45239 0.73230  0.2510
N 0.93787 0.88764 0.43124  -0.5973
N 0.01502 1.66700 -0.30935  -0.1878
C -1.18711 1.93061 0.25435  0.7032
N -2.00096 2.77173 -0.35431  -0.3509
S -1.59243 1.13899 1.70458  -0.3717
H 1.16402 1.36855 1.30090  0.3154
H 1.77774 0.76668 -0.13986  0.2827
H 0.37793 2.21684 -1.07712  0.2727
H -1.76175 3.26003 -1.20434  0.2120
H -2.92708 2.90593 0.02063  0.2442
C -3.74545 -1.59888 -3.45048  -1.8209
C -3.64304 -2.60763 -2.29195  1.9124
C -2.23744 -3.21508 -2.30073  -2.0210
C -4.65408 -3.74112 -2.51267  -1.7096
Si -3.80079 -1.62881 -0.68938  0.7728
O -2.39136 -0.57938 -0.76454  -0.0805
C -5.35284 -0.71704 -0.30931  0.7756
C -5.44592 0.04263 0.86208  -0.3745
C -6.61261 0.71366 1.18269  -0.7809
C -7.71152 0.63034 0.33655  -0.5437
C -7.64023 -0.11975 -0.82724  -0.8564
C -6.46683 -0.78615 -1.14990  -0.2303
C -3.27994 -2.65219 0.83610  0.9230
C -3.92215 -3.89331 0.97959  -0.8434
C -3.76360 -4.67991 2.11254  -1.0338
C -2.92423 -4.27960 3.14408  -0.6200
C -2.27342 -3.05749 3.05246  -0.8195
C -2.46786 -2.27387 1.91959  0.9825
H -3.56587 -2.11908 -4.39453  0.4965
H -3.00661 -0.79948 -3.36756  0.3199
H -4.73078 -1.13826 -3.51642  0.3536
H -2.01493 -3.65124 -3.27907  0.6872
H -2.10851 -4.00164 -1.55282  0.1784
H -1.44389 -2.46044 -2.17913  0.5198
H -4.52652 -4.13205 -3.52534  0.5062
H -5.69267 -3.42635 -2.41724  0.2799
H -4.49018 -4.57903 -1.83361  0.3747
H -4.60097 0.10892 1.54043  0.3220
H -6.67426 1.29488 2.09296  0.4480
H -8.62630 1.14972 0.58906  0.4188
H -8.49653 -0.18492 -1.48449  0.4357
H -6.43577 -1.35715 -2.06840  0.1566
H -4.60471 -4.24157 0.21437  0.3103
H -4.31182 -5.60987 2.19282  0.5293
H -2.80085 -4.89900 4.02212  0.4656
H -1.65345 -2.70086 3.86429  0.5663
H -2.08569 -1.24381 2.00702  -0.4286

- LUMO energy (eV) = -7.9252
- charge = +2
- Kohn-Sham gap (Eh) = 0.2281
- E (eV) = -72220.8311
- molar mass (g/mol) = 658.8
- ΔE to the lowest compared entry with this formula, charge and spin (kJ/mol) = 31.9

- What is the LUMO energy in the third record?
  -7.9252 eV

- Among the records above, which one has the lowest LUMO energy?
  C27H30CeN4O3SSi

- Which of these has the lowest E?
  C27H30BrO9P

- Among the records above, which one has the highest LUMO energy?
  C27H30BrO9P